Record 1
C22H50Cl4N6O6 | ωB97M-V/def2-TZVPD

Bonds (Å) are listed after each position.
Positions of all 88 atoms, in Å:
1 Cl -18.733 10.946 19.079  C18 1.779
2 Cl -16.930 7.084 18.873  C28 1.741
3 Cl -11.216 2.822 14.741  C25 1.812
4 Cl -10.519 7.026 14.303  C23 1.794
5 O -12.332 -0.700 13.523  C29 1.205
6 O -18.425 1.248 14.750  C24 1.248
7 O -14.257 5.015 13.243  C30 1.240
8 O -15.424 12.247 17.897  C36 1.185
9 O -14.750 2.421 18.909  C27 1.224
10 O -18.181 8.047 14.015  C35 1.221
11 N -14.288 2.668 16.763  C27 1.341, C37 1.480, H60 0.994
12 N -13.851 -0.755 11.783  C21 1.469, C29 1.409, H78 0.975
13 N -18.794 10.202 13.413  C26 1.469, C35 1.385, H67 0.983
14 N -13.637 11.136 17.126  C32 1.479, C36 1.382, H65 1.002
15 N -18.343 1.593 17.004  C19 1.438, C24 1.343, H46 1.048
16 N -16.432 5.774 13.280  C30 1.393, C31 1.413, H62 1.021
17 C -14.706 -0.739 14.022  C29 1.517, H43 1.019, H61 1.121, H84 1.091
18 C -18.416 9.212 19.315  Cl1 1.779, C28 1.531, H51 1.101, H85 1.040
19 C -18.040 0.199 17.182  N15 1.438, H39 1.105, H83 1.054, H87 1.107
20 C -17.706 8.697 11.790  C35 1.526, H40 1.142, H54 1.073, H79 1.062
21 C -12.774 -0.741 10.784  N12 1.469, H53 1.057, H56 1.063, H71 1.076
22 C -14.626 7.062 14.458  C30 1.538, H68 1.088, H75 1.082, H86 1.104
23 C -10.928 5.324 13.913  Cl4 1.794, C25 1.524, H44 1.080, H47 1.058
24 C -18.586 1.986 15.744  O6 1.248, N15 1.343, C34 1.561
25 C -11.165 4.570 15.216  Cl3 1.812, C23 1.524, H55 1.074, H69 1.067
26 C -19.263 10.733 14.700  N13 1.469, H70 1.069, H77 1.106, H82 1.115
27 C -14.217 1.968 17.904  O9 1.224, N11 1.341, C38 1.588
28 C -17.323 8.704 18.371  Cl2 1.741, C18 1.531, H45 1.103, H66 1.112
29 C -13.474 -0.674 13.139  O5 1.205, N12 1.409, C17 1.517
30 C -15.075 5.888 13.572  O7 1.240, N16 1.393, C22 1.538
31 C -16.883 4.873 12.289  N16 1.413, H57 1.117, H59 1.142, H76 1.117
32 C -14.082 11.070 15.717  N14 1.479, H42 1.085, H49 1.077, H50 1.133
33 C -13.464 12.082 19.383  C36 1.574, H48 1.050, H73 1.071, H88 1.121
34 C -19.004 3.486 15.633  C24 1.561, H41 1.121, H52 1.105, H63 1.102
35 C -18.270 8.940 13.187  O10 1.221, N13 1.385, C20 1.526
36 C -14.298 11.912 18.059  O8 1.185, N14 1.382, C33 1.574
37 C -15.343 3.696 16.618  N11 1.480, H64 1.132, H72 1.087, H81 1.081
38 C -13.424 0.594 17.830  C27 1.588, H58 1.090, H74 1.084, H80 1.099
39 H -17.914 0.083 18.273  C19 1.105
40 H -17.117 9.646 11.551  C20 1.142
41 H -19.422 3.753 16.638  C34 1.121
42 H -14.527 12.039 15.511  C32 1.085
43 H -14.421 -0.875 14.990  C17 1.019
44 H -10.084 4.876 13.411  C23 1.080
45 H -16.436 9.361 18.381  C28 1.103
46 H -18.343 2.271 17.804  N15 1.048
47 H -11.794 5.235 13.311  C23 1.058
48 H -13.331 11.095 19.715  C33 1.050
49 H -14.863 10.349 15.544  C32 1.077
50 H -13.204 10.852 15.036  C32 1.133
51 H -18.170 9.018 20.370  C18 1.101
52 H -18.245 4.209 15.285  C34 1.105
53 H -11.922 -1.300 11.064  C21 1.057
54 H -18.454 8.492 11.048  C20 1.073
55 H -10.328 4.642 15.884  C25 1.074
56 H -13.196 -1.099 9.876  C21 1.063
57 H -16.480 3.865 12.550  C31 1.117
58 H -12.774 0.475 18.697  C38 1.090
59 H -18.025 4.830 12.303  C31 1.142
60 H -13.998 2.251 15.908  N11 0.994
61 H -15.468 0.081 13.955  C17 1.121
62 H -17.154 6.402 13.636  N16 1.021
63 H -19.855 3.523 14.934  C34 1.102
64 H -15.632 3.700 15.524  C37 1.132
65 H -12.651 11.094 17.301  N14 1.002
66 H -17.732 8.690 17.337  C28 1.112
67 H -18.837 10.790 12.627  N13 0.983
68 H -14.102 6.565 15.272  C22 1.088
69 H -12.087 4.818 15.692  C25 1.067
70 H -20.312 10.581 14.841  C26 1.069
71 H -12.415 0.257 10.608  C21 1.076
72 H -16.141 3.313 17.250  C37 1.087
73 H -12.515 12.554 19.231  C33 1.071
74 H -14.094 -0.257 17.812  C38 1.084
75 H -15.471 7.623 14.833  C22 1.082
76 H -16.520 5.134 11.265  C31 1.117
77 H -18.725 10.288 15.558  C26 1.106
78 H -14.769 -0.855 11.470  N12 0.975
79 H -17.015 7.896 11.884  C20 1.062
80 H -12.762 0.471 16.961  C38 1.099
81 H -15.021 4.670 16.961  C37 1.081
82 H -18.969 11.808 14.706  C26 1.115
83 H -17.235 -0.132 16.587  C19 1.054
84 H -15.236 -1.661 13.779  C17 1.091
85 H -19.346 8.780 19.142  C18 1.040
86 H -13.923 7.731 13.930  C22 1.104
87 H -18.943 -0.403 16.967  C19 1.107
88 H -14.000 12.713 20.139  C33 1.121

E_LUMO	0.37	eV
SMILES	CNC(C)=O.CNC(C)=O.CNC(C)=O.CNC(C)=O.CNC(C)=O.CNC(C)=O.ClCCCl.ClCCCl
energy	-94942.263	eV
orbital gap	0.360	hartree
ΔE to the lowest compared entry with this formula, charge and spin	202.7	kJ/mol

***

Record 2
C2H6IP | ωB97M-V/def2-TZVPD

Bonds (Å) are listed after each position.
Positions of all 10 atoms, in Å:
1 I -2.619 0.145 0.563  C3 2.112
2 P 1.131 -0.415 0.865  C4 1.890, H9 1.492
3 C -1.376 -1.394 -0.175  I1 2.112, H6 1.068, H7 1.101
4 C 0.883 1.305 0.121  P2 1.890, H5 1.163, H8 1.079, H10 1.075
5 H 1.837 1.937 0.328  C4 1.163
6 H -1.284 -2.280 0.414  C3 1.068
7 H -0.783 -1.267 -1.095  C3 1.101
8 H 0.839 1.156 -0.946  C4 1.079
9 H 1.433 -0.894 -0.516  P2 1.492
10 H -0.061 1.708 0.440  C4 1.075

E_LUMO (spin up / spin down)	-0.60 / -0.34	eV
energy	-19557.117	eV
orbital gap (spin up / spin down)	0.284 / 0.285	hartree
ΔE to the lowest compared entry with this formula, charge and spin	239.1	kJ/mol

***

Record 3
C5H5Br | ωB97M-V/def2-TZVPD

Bonds (Å) are listed after each position.
Positions of all 11 atoms, in Å:
1 Br 2.010 -0.893 1.673  C5 1.928
2 C 0.185 0.952 0.666  C3 1.332, C5 1.430, H11 1.149
3 C -1.100 0.787 0.358  C2 1.332, C4 1.429, H7 1.176
4 C -1.410 -0.343 -0.461  C3 1.429, C6 1.493
5 C 1.041 -0.097 0.208  Br1 1.928, C2 1.430, C6 1.681, H9 1.110
6 C -0.103 -1.056 -0.565  C4 1.493, C5 1.681, H8 1.198, H10 1.141
7 H -1.951 1.560 0.606  C3 1.176
8 H 0.131 -1.472 -1.664  C6 1.198
9 H 1.902 0.266 -0.390  C5 1.110
10 H -0.186 -1.971 0.111  C6 1.141
11 H 0.680 1.806 1.255  C2 1.149

E_LUMO	-0.97	eV
energy	-75304.072	eV
orbital gap	0.279	hartree
ΔE to the lowest compared entry with this formula, charge and spin	213.2	kJ/mol

***

Q: The highest ΔE to the lowest compared entry with this formula, charge and spin belongs to which entry?
A: C2H6IP

***

Q: What is the formula in the second record?
A: C2H6IP

***

Q: Number 2 is which compound?
A: C2H6IP

***

Q: What is the ΔE to the lowest compared entry with this formula, charge and spin in the first record?
A: 202.7 kJ/mol